Record 1
Formula: C36H89N7O2
Source: the OMol25 dataset
Level of theory: ωB97M-V/def2-TZVPD

Output
Energy above the lowest of the compared OMol25 structures with the same formula, charge and spin   0.978 eV
HOMO-LUMO gap   8.66 eV
Electronic energy   -1958.75126 Ha
HOMO energy   -8.07 eV
SMILES   CCN(CC)CC.CCN(CC)CC.CCN(CC)CC.CCN(CC)CC.CCN(CC)CC.CN(C)C=O.CN(C)C=O

The geometry in XYZ format:
```
134
Properties=species:S:1:pos:R:3:lowdin_charge:R:1
C 3.396 -5.477 -1.123 -0.089
C 3.159 -5.695 -2.601 -0.270
N 1.780 -5.628 -3.029 -0.195
C 1.064 -4.439 -2.649 -0.263
C 1.529 -3.130 -3.306 -0.075
C 1.639 -5.954 -4.439 -0.272
C 1.855 -7.431 -4.731 -0.093
H 2.767 -6.100 -0.487 0.083
H 3.169 -4.441 -0.845 0.039
H 4.448 -5.626 -0.879 0.074
H 3.811 -4.999 -3.169 0.123
H 3.581 -6.673 -2.852 0.108
H -0.003 -4.550 -2.862 0.110
H 1.103 -4.281 -1.568 0.096
H 2.440 -2.736 -2.851 0.062
H 1.690 -3.205 -4.383 0.068
H 0.733 -2.382 -3.221 0.059
H 2.270 -5.333 -5.094 0.113
H 0.605 -5.700 -4.694 0.117
H 1.443 -7.649 -5.721 0.071
H 1.361 -8.077 -4.011 0.078
H 2.916 -7.671 -4.809 0.063
C 2.894 4.101 3.984 -0.105
C 1.492 4.517 3.611 -0.260
N 1.403 5.017 2.247 -0.193
C 2.256 6.169 1.999 -0.266
C 2.304 6.602 0.557 -0.083
C 0.036 5.123 1.772 -0.258
C -0.680 6.430 2.114 -0.085
H 3.313 3.409 3.251 0.074
H 2.947 3.589 4.950 0.066
H 3.565 4.948 4.139 0.067
H 0.837 3.645 3.680 0.098
H 1.170 5.279 4.346 0.120
H 1.926 7.020 2.625 0.119
H 3.268 5.939 2.330 0.102
H 2.770 5.885 -0.110 0.076
H 1.318 6.879 0.183 0.060
H 2.886 7.527 0.477 0.079
H -0.557 4.314 2.194 0.095
H 0.044 4.991 0.684 0.105
H -1.744 6.344 1.870 0.068
H -0.303 7.309 1.592 0.062
H -0.653 6.640 3.188 0.073
C -1.630 -2.798 -0.523 -0.076
C -2.813 -2.044 -1.109 -0.254
N -4.124 -2.481 -0.627 -0.173
C -5.225 -1.825 -1.332 -0.266
C -5.253 -2.104 -2.817 -0.092
C -4.284 -2.344 0.816 -0.250
C -4.217 -0.933 1.385 -0.087
H -1.610 -3.864 -0.746 0.082
H -1.551 -2.629 0.550 0.047
H -0.760 -2.372 -1.034 0.049
H -2.662 -0.948 -1.056 0.106
H -2.830 -2.225 -2.187 0.099
H -6.138 -2.283 -0.934 0.119
H -5.272 -0.744 -1.143 0.093
H -4.396 -1.668 -3.340 0.047
H -5.287 -3.171 -3.024 0.081
H -6.095 -1.590 -3.287 0.076
H -3.528 -2.943 1.328 0.102
H -5.243 -2.805 1.066 0.114
H -4.355 -0.922 2.466 0.078
H -4.978 -0.275 0.954 0.067
H -3.290 -0.417 1.128 0.044
C 2.208 0.628 4.516 -0.075
C 0.723 0.340 4.678 -0.229
N 0.192 -0.389 3.525 -0.206
C 0.587 -1.806 3.452 -0.220
C 1.084 -2.188 2.067 -0.084
C -1.196 -0.166 3.196 -0.267
C -1.552 1.300 2.963 -0.084
H 2.636 1.129 5.386 0.074
H 2.405 1.238 3.635 0.049
H 2.772 -0.302 4.397 0.053
H 0.550 -0.284 5.574 0.120
H 0.148 1.257 4.771 0.094
H -0.270 -2.432 3.734 0.117
H 1.399 -1.924 4.172 0.102
H 2.081 -1.832 1.807 0.035
H 0.378 -1.849 1.312 0.041
H 1.180 -3.280 1.988 0.083
H -1.397 -0.677 2.247 0.088
H -1.881 -0.613 3.942 0.122
H -1.691 1.866 3.882 0.071
H -0.756 1.773 2.383 0.057
H -2.441 1.401 2.337 0.059
C -2.963 3.303 -0.452 -0.082
C -2.926 3.704 -1.923 -0.239
N -3.130 2.617 -2.876 -0.189
C -4.365 1.867 -2.706 -0.271
C -5.607 2.726 -2.900 -0.077
C -1.971 1.749 -2.966 -0.273
C -1.946 0.898 -4.239 -0.075
H -2.226 2.524 -0.241 0.060
H -3.945 2.922 -0.159 0.065
H -2.747 4.154 0.197 0.062
H -3.642 4.508 -2.112 0.107
H -1.939 4.111 -2.153 0.113
H -4.369 1.056 -3.435 0.100
H -4.404 1.377 -1.715 0.097
H -5.682 3.486 -2.124 0.063
H -5.562 3.223 -3.868 0.079
H -6.475 2.065 -2.890 0.070
H -1.793 1.161 -2.049 0.095
H -1.095 2.398 -3.079 0.105
H -2.297 1.542 -5.047 0.083
H -2.566 0.004 -4.175 0.049
H -0.922 0.613 -4.477 0.065
C 4.931 -0.080 1.657 -0.344
O 4.919 0.705 0.735 0.017
N 4.853 -1.428 1.500 -0.197
C 4.813 -2.298 2.637 -0.073
C 4.633 -2.017 0.214 -0.057
H 5.019 0.225 2.711 0.133
H 5.701 -2.941 2.659 0.092
H 3.933 -2.950 2.617 0.081
H 4.776 -1.770 3.589 0.081
H 3.586 -2.286 0.040 0.071
H 4.964 -1.339 -0.570 0.094
H 5.231 -2.927 0.110 0.091
C 1.632 2.490 -1.106 -0.332
O 1.505 2.887 -2.250 0.001
N 1.347 1.247 -0.674 -0.169
C 1.504 0.895 0.703 -0.061
C 1.003 0.196 -1.591 -0.038
H 2.007 3.114 -0.282 0.128
H 0.601 0.439 1.118 0.062
H 1.758 1.707 1.379 0.085
H 2.241 0.085 0.767 0.069
H 0.826 0.626 -2.570 0.080
H 1.805 -0.553 -1.636 0.084
H 0.119 -0.338 -1.225 0.072
```



Record 2
Formula: C36H90CaN7O15
Source: the OMol25 dataset
Level of theory: ωB97M-V/def2-TZVPD

Output
HOMO-LUMO gap   6.79 eV
Net charge   +1
Electronic energy   -3614.62423 Ha
HOMO energy   -9.79 eV

The geometry in XYZ format:
```
149
Properties=species:S:1:pos:R:3:lowdin_charge:R:1
Ca -1.706 3.384 -0.676 1.588
N -0.482 1.160 0.247 -0.574
O -1.418 0.933 -0.605 -0.135
O 0.033 2.364 0.419 -0.198
O -0.069 0.311 0.933 0.124
C -2.731 -1.939 -3.267 -0.138
O -2.649 -3.046 -2.405 -0.168
C -1.267 -3.183 -2.019 -0.234
C -1.150 -4.442 -1.195 -0.189
N -1.982 -4.461 0.014 -0.027
C -1.546 -3.458 1.003 -0.228
C -2.101 -3.665 2.366 -0.242
O -3.487 -3.514 2.238 -0.232
C -4.227 -3.852 3.453 -0.054
H -1.925 -1.859 -3.989 0.073
H -2.568 -0.993 -2.741 0.071
H -3.666 -1.956 -3.814 0.092
H -0.924 -2.294 -1.453 0.109
H -0.622 -3.254 -2.914 0.107
H -0.086 -4.573 -0.911 0.104
H -1.558 -5.281 -1.804 0.134
H -2.978 -4.344 -0.171 0.107
H -1.651 -2.361 0.745 0.120
H -0.483 -3.580 1.055 0.099
H -1.696 -2.961 3.078 0.120
H -1.830 -4.729 2.700 0.151
H -5.271 -3.635 3.204 0.099
H -3.866 -3.271 4.276 0.057
H -4.102 -4.929 3.666 0.098
C 5.838 1.470 -1.852 -0.105
O 4.614 1.909 -2.339 -0.207
C 4.337 1.362 -3.581 -0.239
C 3.080 2.012 -4.006 -0.171
N 2.117 2.148 -2.892 -0.040
C 1.593 0.906 -2.333 -0.196
C 1.097 -0.054 -3.361 -0.222
O 2.168 -0.833 -3.900 -0.202
C 1.751 -1.830 -4.792 -0.093
H 5.865 0.363 -1.614 0.122
H 5.988 2.014 -0.951 0.067
H 6.625 1.714 -2.549 0.091
H 4.337 0.289 -3.514 0.115
H 5.157 1.560 -4.284 0.135
H 2.691 1.455 -4.831 0.111
H 3.286 2.983 -4.362 0.111
H 2.705 2.633 -2.238 0.064
H 0.647 1.231 -1.823 0.089
H 2.308 0.407 -1.685 0.122
H 0.598 0.528 -4.142 0.108
H 0.313 -0.686 -2.857 0.124
H 2.611 -2.198 -5.328 0.090
H 1.108 -1.335 -5.524 0.087
H 1.164 -2.627 -4.273 0.085
C -1.096 2.485 -3.759 -0.054
O -1.820 3.539 -3.044 -0.336
C -3.282 3.454 -3.250 -0.191
C -3.958 4.602 -2.664 -0.213
N -3.886 4.658 -1.227 -0.120
C -4.745 3.753 -0.417 -0.155
C -4.325 3.851 1.035 -0.189
O -2.938 3.561 1.300 -0.331
C -2.713 3.719 2.660 -0.087
H -1.414 2.560 -4.793 0.100
H -1.319 1.496 -3.379 0.073
H -0.006 2.680 -3.638 0.088
H -3.559 2.537 -2.696 0.131
H -3.443 3.341 -4.318 0.141
H -4.983 4.597 -3.042 0.142
H -3.420 5.500 -3.022 0.152
H -3.884 5.606 -0.936 0.120
H -4.612 2.688 -0.709 0.105
H -5.843 3.928 -0.481 0.146
H -4.889 3.218 1.677 0.110
H -4.522 4.850 1.431 0.137
H -3.456 3.268 3.257 0.080
H -2.734 4.762 2.980 0.108
H -1.742 3.233 2.873 0.121
C 6.077 3.435 3.962 -0.089
O 5.076 2.496 4.376 -0.195
C 5.344 1.145 3.969 -0.230
C 5.161 0.929 2.503 -0.227
N 3.765 1.134 2.131 -0.027
C 3.496 1.530 0.759 -0.182
C 3.460 3.037 0.525 -0.250
O 4.716 3.602 0.649 -0.183
C 4.699 5.001 0.652 -0.120
H 7.063 2.999 4.095 0.087
H 6.077 4.257 4.697 0.093
H 5.922 3.858 2.995 0.055
H 4.606 0.485 4.477 0.117
H 6.382 0.842 4.317 0.140
H 5.456 -0.166 2.360 0.134
H 5.866 1.549 1.958 0.107
H 3.319 1.713 2.852 0.125
H 2.480 1.244 0.500 0.080
H 4.216 1.193 -0.025 0.110
H 2.719 3.580 1.106 0.118
H 3.096 3.192 -0.492 0.095
H 4.125 5.408 -0.166 0.073
H 5.727 5.388 0.433 0.111
H 4.228 5.475 1.515 0.089
C -6.691 1.066 -1.836 -0.128
O -5.558 0.772 -1.106 -0.232
C -5.338 -0.615 -1.008 -0.202
C -4.194 -1.008 -0.081 -0.176
N -4.790 -1.106 1.268 -0.024
C -4.738 0.182 2.012 -0.199
C -5.497 -0.042 3.258 -0.277
O -4.885 -0.991 4.037 -0.193
C -5.454 -1.204 5.304 -0.092
H -6.613 0.761 -2.883 0.090
H -6.892 2.137 -1.796 0.077
H -7.564 0.472 -1.502 0.103
H -5.054 -0.970 -2.013 0.114
H -6.199 -1.097 -0.567 0.126
H -3.403 -0.301 -0.173 0.081
H -3.845 -2.004 -0.336 0.107
H -4.221 -1.778 1.812 0.079
H -5.262 0.904 1.388 0.102
H -3.705 0.508 2.198 0.125
H -6.520 -0.365 2.997 0.140
H -5.542 0.939 3.784 0.127
H -5.411 -0.365 5.972 0.080
H -4.856 -2.026 5.726 0.093
H -6.494 -1.431 5.261 0.084
C 4.409 -2.868 4.426 -0.069
O 4.069 -2.685 3.019 -0.207
C 2.788 -2.131 2.781 -0.253
C 2.598 -2.016 1.297 -0.204
N 2.447 -3.309 0.614 -0.028
C 2.524 -3.193 -0.832 -0.244
C 2.818 -4.469 -1.448 -0.278
O 4.132 -4.850 -1.126 -0.174
C 4.485 -6.139 -1.575 -0.105
H 4.455 -1.928 4.994 0.075
H 5.423 -3.320 4.386 0.101
H 3.718 -3.494 4.904 0.060
H 2.655 -1.143 3.305 0.122
H 2.060 -2.812 3.237 0.119
H 3.487 -1.482 0.940 0.112
H 1.655 -1.438 1.204 0.107
H 3.122 -3.957 0.968 0.103
H 3.284 -2.434 -1.200 0.139
H 1.513 -2.850 -1.194 0.115
H 2.772 -4.454 -2.544 0.124
H 2.065 -5.219 -1.127 0.128
H 4.010 -6.977 -1.078 0.083
H 5.559 -6.165 -1.429 0.091
H 4.199 -6.304 -2.620 0.086
```